# 1
Density functional theory data (the ωB97M-V functional and the def2-TZVPD basis) for a single CH4N2O2 molecule at a distorted geometry.

Geometry as XYZ:
```
9
CH4N2O2 | OMol25 | the ωB97M-V functional and the def2-TZVPD basis
O 1.3272 -0.8265 0.3342
N 1.3851 0.3990 -0.1785
C 0.2356 0.8721 0.0168
N -1.0038 0.3128 0.5206
O -1.3231 -0.7491 -0.2976
H 2.1446 -1.1762 -0.2856
H 0.0535 1.8397 -0.4369
H -1.7033 1.0081 0.2123
H -1.1159 -1.6799 0.1147
```

Output
Energy above the lowest of the compared OMol25 structures with the same formula, charge and spin in eV: 4.418
Charge: 0
SMILES: O/N=C\NO
Electronic energy in Eh: -300.3253

***

# 2
Density functional theory data (the ωB97M-V functional and the def2-TZVPD basis) for a single CH4N2O2S molecule at a distorted geometry.

Geometry as XYZ:
```
10
CH4N2O2S | OMol25 | the ωB97M-V functional and the def2-TZVPD basis
O 0.8027 -0.7990 1.2892
C -0.1194 -0.5941 0.5304
N -1.3728 -1.1220 0.4163
O -2.0499 -0.8517 -0.7767
N 0.0674 0.2714 -0.5871
S 1.4166 1.4361 -0.2819
H -1.2682 -2.2156 0.4862
H -1.5496 -1.2225 -1.6200
H -0.7679 0.7244 -0.9998
H 0.7513 2.4607 0.5572
```

Output
Energy above the lowest of the compared OMol25 structures with the same formula, charge and spin in eV: 2.349
Charge: 0
SMILES: O=C(NO)NS
Electronic energy in Eh: -698.5890